Record 1
Formula: C7H16N2O5P
Source: the OMol25 dataset
Level of theory: ωB97M-V/def2-TZVPD

Element x y z (Å)
N  3.7886  0.3214  0.7486
C  3.1492  0.0241  -0.6010
C  1.9771  1.0607  -0.9503
C  0.7770  0.4574  -1.8251
C  0.0220  -0.7969  -1.1506
C  -0.4631  -0.5395  0.3539
C  -1.8864  0.2121  0.4946
N  -1.7486  1.3086  1.4935
O  -0.9867  2.3553  1.0256
C  -2.5639  0.6366  -0.8862
O  -2.6249  1.8166  -1.3639
O  -3.1907  -0.3803  -1.6179
P  -3.0815  -1.0694  1.3074
O  -2.3743  -1.3076  2.8936
O  -2.9932  -2.5638  0.4625
H  3.0697  0.6146  1.4265
H  4.0892  -0.6163  1.0848
H  2.8011  -1.0695  -0.5357
H  3.9886  0.0337  -1.3979
H  2.4457  1.9346  -1.5483
H  1.5929  1.5226  0.0379
H  0.0165  1.3154  -1.9765
H  1.1204  0.1329  -2.8819
H  -0.8086  -1.2212  -1.8340
H  0.8106  -1.6471  -1.0932
H  0.2956  0.0506  0.9873
H  -0.5322  -1.5848  0.8561
H  -1.2533  0.9639  2.3418
H  -1.6586  3.0076  0.6973
H  -1.6231  -1.9374  2.7326
H  -2.1552  -3.0350  0.7186

Output
SMILES: NCCCCC[C@@](NO)(C(=O)[O-])P(O)O
Total charge: -1
LUMO level in eV: 2.843
Calculated total energy in a.u.: -1103.344029
Gap between HOMO and LUMO in eV: 7.2
Energy above the lowest of the compared OMol25 structures with the same formula, charge and spin in kcal/mol: 59.6

Here is what Löwdin gives for the atomic charges, in e: number 1, N, carries -0.06; number 2, C, carries -0.28; number 3, C, carries -0.20; number 4, C, carries -0.19; number 5, C, carries -0.20; number 6, C, carries -0.16; number 7, C, carries -0.46; number 8, N, carries -0.14; number 9, O, carries -0.10; number 10, C, carries -0.57; number 11, O, carries -0.08; number 12, O, carries -0.22; number 13, P, carries 0.96; number 14, O, carries -0.36; number 15, O, carries -0.33; number 16, H, carries 0.04; number 17, H, carries 0.05; number 18, H, carries 0.09; number 19, H, carries 0.11; number 20, H, carries 0.11; number 21, H, carries 0.10; number 22, H, carries 0.11; number 23, H, carries 0.11; number 24, H, carries 0.12; number 25, H, carries 0.09; number 26, H, carries 0.11; number 27, H, carries 0.07; number 28, H, carries 0.10; number 29, H, carries 0.11; number 30, H, carries 0.03; number 31, H, carries 0.04

---

Record 2
Formula: C7H16N4O2
Source: the OMol25 dataset
Level of theory: ωB97M-V/def2-TZVPD

Element x y z (Å)
H  4.7589  -0.6820  0.6984
N  4.4522  0.2794  0.5884
C  3.2818  0.4100  0.1085
N  2.8233  1.6692  -0.1925
N  2.4198  -0.6465  -0.1443
C  1.3307  -0.6326  -1.0928
C  0.1535  -1.4631  -0.5640
C  -0.3679  -0.9671  0.7887
C  -1.4522  0.1177  0.6979
N  -2.6226  -0.3411  -0.0446
C  -3.8594  0.2997  0.3761
C  -0.8876  1.3508  -0.0156
O  -0.0751  2.0831  0.4825
O  -1.3614  1.5205  -1.2427
H  1.8570  1.8742  0.0260
H  3.4583  2.3741  0.1515
H  2.8589  -1.5515  -0.0397
H  1.0363  0.3999  -1.2681
H  1.6473  -1.0522  -2.0598
H  -0.6452  -1.4671  -1.3074
H  0.4977  -2.4930  -0.4423
H  0.4720  -0.5688  1.3610
H  -0.7859  -1.8071  1.3496
H  -1.7071  0.4214  1.7259
H  -2.7168  -1.3483  0.0408
H  -4.6746  -0.0694  -0.2439
H  -3.7728  1.3769  0.2342
H  -4.1031  0.1116  1.4296
H  -2.0160  0.8015  -1.4012

Output
SMILES: [H]/N=C(/N)NCCC[C@H](NC)C(=O)O
LUMO level in eV: 0.560
Calculated total energy in a.u.: -645.863279
Gap between HOMO and LUMO in eV: 9.0
Energy above the lowest of the compared OMol25 structures with the same formula, charge and spin in kcal/mol: 0.0

Here is what Löwdin gives for the atomic charges, in e: number 1, H, carries 0.02; number 2, N, carries 0.09; number 3, C, carries -0.59; number 4, N, carries 0.13; number 5, N, carries 0.03; number 6, C, carries -0.20; number 7, C, carries -0.17; number 8, C, carries -0.13; number 9, C, carries -0.27; number 10, N, carries -0.11; number 11, C, carries -0.10; number 12, C, carries -0.51; number 13, O, carries 0.10; number 14, O, carries 0.12; number 15, H, carries 0.05; number 16, H, carries 0.10; number 17, H, carries 0.13; number 18, H, carries 0.10; number 19, H, carries 0.12; number 20, H, carries 0.11; number 21, H, carries 0.11; number 22, H, carries 0.12; number 23, H, carries 0.12; number 24, H, carries 0.16; number 25, H, carries 0.12; number 26, H, carries 0.09; number 27, H, carries 0.09; number 28, H, carries 0.09; number 29, H, carries 0.11

---

Record 3
Formula: C7H16N5O2
Source: the OMol25 dataset
Level of theory: ωB97M-V/def2-TZVPD

Element x y z (Å)
N  -4.1162  0.3006  -0.3960
C  -3.5496  0.4084  -1.7548
C  -2.0262  0.2800  -1.7360
O  -1.4635  0.5659  -3.0169
C  -1.5515  -1.1302  -1.3243
N  -0.0711  -1.1194  -1.2239
N  0.7940  -1.7012  -1.9274
N  1.9758  -1.3607  -1.4417
C  1.8142  -0.5841  -0.4140
C  2.8092  0.0714  0.4516
C  2.6422  -0.3392  1.9539
C  2.4851  0.9436  2.7827
O  2.6270  0.6318  4.1428
N  0.4890  -0.4178  -0.2528
H  -4.2095  -0.6745  -0.1330
H  -3.4601  0.7418  0.2404
H  -4.0119  -0.3049  -2.4326
H  -3.7642  1.4176  -2.1037
H  -1.6392  1.0576  -1.0609
H  -0.5987  0.9591  -2.8414
H  -1.9571  -1.4408  -0.3642
H  -1.7834  -1.8568  -2.0980
H  2.6038  1.1433  0.3924
H  3.8219  -0.1279  0.1282
H  1.8005  -1.0114  2.1189
H  3.5588  -0.8401  2.2552
H  3.2382  1.6512  2.4162
H  1.4775  1.3365  2.5811
H  2.1148  1.2749  4.6498
H  -0.0499  0.1253  0.4086

Output
SMILES: NC[C@H](O)Cn1nnc(CCCO)[nH+]1
Total charge: +1
LUMO level in eV: -4.345
Calculated total energy in a.u.: -700.255443
Gap between HOMO and LUMO in eV: 8.8
Energy above the lowest of the compared OMol25 structures with the same formula, charge and spin in kcal/mol: 24.3

Here is what Löwdin gives for the atomic charges, in e: number 1, N, carries 0.02; number 2, C, carries -0.20; number 3, C, carries -0.38; number 4, O, carries 0.00; number 5, C, carries -0.01; number 6, N, carries -0.12; number 7, N, carries 0.17; number 8, N, carries 0.15; number 9, C, carries -0.27; number 10, C, carries -0.08; number 11, C, carries -0.15; number 12, C, carries -0.29; number 13, O, carries -0.03; number 14, N, carries 0.22; number 15, H, carries 0.07; number 16, H, carries 0.06; number 17, H, carries 0.13; number 18, H, carries 0.13; number 19, H, carries 0.14; number 20, H, carries 0.10; number 21, H, carries 0.13; number 22, H, carries 0.15; number 23, H, carries 0.13; number 24, H, carries 0.13; number 25, H, carries 0.11; number 26, H, carries 0.12; number 27, H, carries 0.13; number 28, H, carries 0.12; number 29, H, carries 0.10; number 30, H, carries 0.20

---

Record 4
Formula: C7H16N6O15Pb
Source: the OMol25 dataset
Level of theory: ωB97M-V/def2-TZVPD

Element x y z (Å)
Pb  -0.2189  0.2136  -0.7972
O  -3.8323  -1.9052  -2.7209
C  -2.8987  -1.1140  -2.9360
O  -2.2368  -0.6533  -1.9980
O  -2.7760  -0.7053  -4.0625
H  -3.8782  -1.8579  -3.6786
O  0.7063  -1.5128  -4.8996
C  1.1024  -0.3464  -4.5696
O  1.9650  0.2290  -5.2481
O  0.6881  0.2052  -3.5496
H  0.0601  -1.5850  -4.1934
O  4.4570  -1.1462  -0.7516
C  3.4736  -0.3673  -1.1117
O  3.5512  0.7427  -1.7040
O  2.3349  -0.7108  -0.8265
H  3.9446  -1.8115  -0.2865
O  0.2706  4.5303  -0.9095
C  0.0413  3.2634  -1.2109
O  0.9165  2.5398  -1.6073
O  -0.9948  2.6562  -0.9540
H  -0.6271  4.8575  -1.0030
C  -3.2123  0.0765  1.5333
O  -2.2621  0.3707  0.8767
N  -4.2089  -0.7048  1.1666
N  -3.3223  0.4741  2.7915
H  -4.3410  -1.0076  0.2122
H  -4.8427  -0.9352  1.9185
H  -4.0263  0.0409  3.3718
H  -2.7428  1.1944  3.1983
C  1.9350  1.7449  1.8270
O  0.8366  1.4059  1.4918
N  3.0865  1.0739  1.6064
N  2.2400  2.7374  2.5946
H  4.0109  1.2773  1.9588
H  3.0799  0.3364  0.9164
H  1.5584  3.2418  3.1432
H  3.2187  2.8711  2.8054
C  0.2051  -2.2670  1.7000
O  -0.3153  -1.9235  0.6818
N  -0.1142  -1.8613  2.8344
N  0.9413  -3.2476  1.8667
H  -1.0223  -1.4214  2.7913
H  0.3901  -1.9412  3.7059
H  1.5449  -3.7390  1.2230
H  1.3140  -3.3186  2.8027

Output
Total charge: -2
LUMO level in eV: 3.817
Calculated total energy in a.u.: -1926.407833
Gap between HOMO and LUMO in eV: 3.9
Energy above the lowest of the compared OMol25 structures with the same formula, charge and spin in kcal/mol: 165.9

Here is what Löwdin gives for the atomic charges, in e: number 1, Pb, carries 1.73; number 2, O, carries 0.14; number 3, C, carries -1.02; number 4, O, carries -0.15; number 5, O, carries 0.04; number 6, H, carries 0.08; number 7, O, carries 0.10; number 8, C, carries -0.97; number 9, O, carries -0.07; number 10, O, carries -0.08; number 11, H, carries 0.09; number 12, O, carries 0.09; number 13, C, carries -0.93; number 14, O, carries -0.01; number 15, O, carries -0.15; number 16, H, carries 0.09; number 17, O, carries 0.10; number 18, C, carries -0.95; number 19, O, carries -0.02; number 20, O, carries -0.13; number 21, H, carries 0.09; number 22, C, carries -0.75; number 23, O, carries -0.01; number 24, N, carries 0.19; number 25, N, carries 0.15; number 26, H, carries 0.12; number 27, H, carries 0.09; number 28, H, carries 0.09; number 29, H, carries 0.12; number 30, C, carries -0.73; number 31, O, carries 0.00; number 32, N, carries 0.18; number 33, N, carries 0.15; number 34, H, carries 0.10; number 35, H, carries 0.07; number 36, H, carries 0.11; number 37, H, carries 0.10; number 38, C, carries -0.88; number 39, O, carries -0.02; number 40, N, carries 0.18; number 41, N, carries 0.19; number 42, H, carries 0.12; number 43, H, carries 0.12; number 44, H, carries 0.13; number 45, H, carries 0.11